[1]
Here is a cluster of 6 separate species, C2H18NO5S2 in total in a non-equilibrium geometry from OMol25. Energies are from ωB97M-V with the def2-TZVPD basis set.

Last column: Löwdin charge in e.
Atoms and positions in Å:
1 N 0.758 0.295 0.297  0.1203
2 C -0.381 1.209 0.678  -0.2306
3 C -1.019 1.850 -0.618  -0.5229
4 S -1.673 0.713 -1.879  0.3832
5 S -2.009 1.847 -3.481  0.3675
6 H 1.552 0.491 0.975  0.1850
7 H 1.147 0.296 -0.709  0.1119
8 H 0.347 -0.601 0.613  0.0938
9 H -0.099 1.956 1.479  0.1092
10 H -1.034 0.613 1.446  0.1449
11 H -1.844 2.415 -0.146  0.0677
12 H -0.250 2.403 -1.163  0.0719
13 H -2.942 2.653 -3.083  -0.2054
14 H 2.123 -3.121 -0.863  0.0011
15 H 1.106 -3.698 -1.782  0.0435
16 O 1.766 -3.047 -1.720  -0.0059
17 H -1.584 -2.590 1.036  0.0551
18 H -1.583 -2.303 2.491  0.0958
19 O -1.043 -2.165 1.685  -0.0364
20 H -2.101 3.695 1.735  -0.0461
21 H -1.324 3.643 2.917  0.0574
22 O -1.566 3.180 2.147  0.0504
23 H 2.808 -0.046 -2.540  0.1484
24 H 2.189 -1.356 -1.809  0.0238
25 O 2.410 -0.394 -1.627  -0.1275
26 H 2.077 -2.635 1.773  0.1037
27 H 0.658 -2.854 1.172  0.0183
28 O 1.511 -2.448 0.975  -0.0781

Molecular weight = 200.30 Da
Max |F| = 8.80 eV/Å
Multiplicity = 1
Total energy = -1314.0559 a.u.
Lowest unoccupied orbital energy = -2.9 eV
Total charge = +1
HOMO energy = -11.686 eV
Energy relative to the best compared isomer or geometry (same formula, charge and spin) = 34.5 kcal per mole

=====

[2]
Here is an isolated molecule of C3H8S3 in a non-equilibrium geometry from OMol25. Energies are from ωB97M-V with the def2-TZVPD basis set.

Last column: Löwdin charge in e.
Atoms and positions in Å:
1 C 1.105 -1.221 -0.027  -0.1557
2 C 0.839 0.197 0.057  -0.3968
3 C -0.620 0.602 -0.286  -1.0488
4 S -1.960 -0.259 0.451  0.5880
5 S -0.837 2.176 -0.915  0.7227
6 S -2.816 0.264 2.429  0.3205
7 H 0.972 -1.691 -1.051  0.1030
8 H 0.420 -1.706 0.675  0.0595
9 H 2.217 -1.438 0.098  0.1001
10 H 1.016 0.671 0.987  0.0947
11 H 1.317 0.766 -0.774  0.0995
12 H -2.919 0.345 -0.279  -0.0518
13 H 0.242 2.704 -0.284  -0.1095
14 H -2.008 -0.495 2.976  -0.3254

Molecular weight = 140.30 Da
Max |F| = 4.37 eV/Å
Multiplicity = 1
Total energy = -1313.5485 a.u.
Lowest unoccupied orbital energy = 0.2 eV
Total charge = 0
HOMO energy = -7.271 eV
Energy relative to the best compared isomer or geometry (same formula, charge and spin) = 61.3 kcal per mole

=====

[3]
Here is a cluster of 8 separate species, C54H106FN5O14 in total in a non-equilibrium geometry from OMol25. Energies are from ωB97M-V with the def2-TZVPD basis set.

Last column: Löwdin charge in e.
Atoms and positions in Å:
1 C -28.162 10.480 -8.810  -0.0395
2 C -27.287 11.723 -9.000  -0.4980
3 C -28.207 12.942 -8.832  -0.1328
4 C -27.494 14.207 -8.380  -0.1772
5 C -26.520 13.914 -7.266  -0.1466
6 C -25.508 12.794 -7.514  -0.5239
7 N -26.293 11.656 -7.909  -0.1035
8 O -25.515 10.476 -8.009  -0.0166
9 C -24.456 13.263 -8.524  -0.0134
10 C -24.849 12.509 -6.165  -0.0258
11 C -26.637 11.759 -10.396  -0.0229
12 H -28.956 10.513 -9.578  0.0851
13 H -28.606 10.442 -7.824  0.0846
14 H -27.658 9.562 -9.119  0.0804
15 H -28.766 13.097 -9.755  0.1200
16 H -28.918 12.714 -8.025  0.1117
17 H -28.190 14.960 -7.999  0.1054
18 H -27.004 14.698 -9.233  0.1045
19 H -27.184 13.712 -6.414  0.0967
20 H -25.975 14.810 -6.954  0.0998
21 H -24.892 13.674 -9.437  0.0726
22 H -23.837 14.058 -8.107  0.0881
23 H -23.821 12.414 -8.798  0.0793
24 H -24.566 13.397 -5.602  0.0704
25 H -25.558 11.941 -5.553  0.0854
26 H -23.979 11.849 -6.255  0.0825
27 H -26.619 12.773 -10.812  0.0785
28 H -27.217 11.228 -11.161  0.0856
29 H -25.622 11.362 -10.429  0.0696
30 H -24.917 10.570 -8.771  0.0796
31 C -31.195 20.297 -9.274  -0.0284
32 C -31.531 21.246 -10.411  -0.5243
33 C -32.588 22.238 -9.947  -0.1330
34 C -32.024 23.265 -8.987  -0.1893
35 C -30.947 24.061 -9.686  -0.1355
36 C -29.789 23.152 -10.125  -0.5221
37 N -30.358 22.007 -10.812  -0.0977
38 O -29.380 21.218 -11.460  -0.0234
39 C -28.947 23.946 -11.111  -0.0360
40 C -28.946 22.830 -8.893  -0.0197
41 C -32.032 20.422 -11.575  -0.0357
42 H -30.999 20.789 -8.331  0.0648
43 H -30.251 19.794 -9.549  0.0813
44 H -31.847 19.430 -9.177  0.0688
45 H -32.965 22.777 -10.827  0.1268
46 H -33.433 21.690 -9.524  0.1281
47 H -31.632 22.764 -8.094  0.0993
48 H -32.815 23.881 -8.549  0.1164
49 H -30.614 24.813 -8.966  0.1258
50 H -31.382 24.585 -10.541  0.1223
51 H -28.412 24.751 -10.617  0.0882
52 H -28.162 23.273 -11.497  0.0778
53 H -29.472 24.172 -12.040  0.0914
54 H -29.484 22.448 -8.032  0.0648
55 H -28.248 22.022 -9.182  0.0692
56 H -28.263 23.641 -8.638  0.0795
57 H -31.542 19.447 -11.647  0.0833
58 H -31.982 20.858 -12.580  0.0876
59 H -33.105 20.198 -11.491  0.0884
60 H -29.459 21.493 -12.380  0.1073
61 C -27.487 24.193 -5.432  -0.0323
62 C -28.133 23.472 -4.250  -0.5375
63 C -28.489 22.076 -4.706  -0.1329
64 C -28.835 21.191 -3.509  -0.1828
65 C -27.657 21.105 -2.581  -0.1354
66 C -27.215 22.499 -2.057  -0.5285
67 N -27.165 23.389 -3.196  -0.1122
68 O -26.501 24.606 -2.943  0.0023
69 C -28.196 22.917 -0.953  -0.0214
70 C -25.836 22.274 -1.507  -0.0435
71 C -29.387 24.286 -3.898  -0.0201
72 H -27.457 25.274 -5.316  0.0825
73 H -28.106 23.999 -6.315  0.0625
74 H -26.497 23.798 -5.662  0.0923
75 H -29.230 21.999 -5.498  0.1161
76 H -27.577 21.613 -5.116  0.1169
77 H -29.150 20.196 -3.849  0.1023
78 H -29.740 21.518 -2.980  0.1098
79 H -26.826 20.677 -3.150  0.1136
80 H -27.900 20.505 -1.704  0.1276
81 H -29.215 22.573 -1.121  0.0723
82 H -27.915 22.446 -0.001  0.0873
83 H -28.119 23.986 -0.732  0.0812
84 H -25.143 22.095 -2.332  0.0864
85 H -25.454 23.155 -0.981  0.0859
86 H -25.780 21.429 -0.822  0.0911
87 H -29.109 25.255 -3.469  0.0819
88 H -29.960 23.840 -3.067  0.0735
89 H -30.115 24.390 -4.701  0.0864
90 H -27.063 25.098 -2.320  0.0946
91 C -27.837 15.232 0.348  -0.0318
92 C -27.137 14.059 -0.367  -0.5239
93 C -27.741 12.722 0.166  -0.1213
94 C -29.059 12.372 -0.543  -0.1786
95 C -28.777 12.289 -2.029  -0.1404
96 C -28.465 13.663 -2.534  -0.5257
97 N -27.279 14.088 -1.800  -0.0990
98 O -26.664 15.217 -2.435  -0.0197
99 C -28.088 13.613 -4.021  -0.0243
100 C -29.647 14.618 -2.400  -0.0256
101 C -25.663 14.090 0.016  -0.0455
102 H -28.922 15.185 0.276  0.0628
103 H -27.569 16.176 -0.142  0.0833
104 H -27.528 15.305 1.392  0.0840
105 H -26.998 11.933 0.030  0.1181
106 H -27.968 12.900 1.220  0.1173
107 H -29.747 13.185 -0.309  0.0895
108 H -29.505 11.482 -0.098  0.1128
109 H -29.680 11.920 -2.525  0.1274
110 H -27.934 11.614 -2.159  0.1306
111 H -28.631 12.848 -4.570  0.0924
112 H -28.090 14.610 -4.444  0.0585
113 H -27.058 13.236 -4.081  0.0827
114 H -29.357 15.652 -2.619  0.0815
115 H -30.519 14.332 -2.991  0.0920
116 H -30.086 14.733 -1.399  0.0598
117 H -25.464 13.772 1.042  0.0857
118 H -25.292 15.127 0.026  0.0827
119 H -24.999 13.558 -0.667  0.0871
120 H -25.846 14.823 -2.761  0.0866
121 C -33.847 16.547 -10.170  -0.0325
122 C -33.168 15.754 -9.077  -0.5348
123 C -33.827 16.158 -7.760  -0.1408
124 C -33.656 15.125 -6.680  -0.1836
125 C -34.363 13.845 -7.103  -0.1320
126 C -33.680 13.291 -8.351  -0.5321
127 N -33.414 14.340 -9.314  -0.1160
128 O -32.811 13.880 -10.480  -0.0041
129 C -32.331 12.665 -7.923  -0.0349
130 C -34.545 12.188 -8.933  -0.0335
131 C -31.693 16.121 -9.000  -0.0169
132 H -33.734 17.617 -9.999  0.0789
133 H -34.881 16.216 -10.251  0.0901
134 H -33.392 16.300 -11.136  0.0839
135 H -33.452 17.117 -7.389  0.1202
136 H -34.894 16.337 -7.943  0.1218
137 H -33.982 15.483 -5.693  0.1166
138 H -32.593 14.960 -6.472  0.1034
139 H -35.407 14.081 -7.329  0.1236
140 H -34.288 13.117 -6.295  0.1195
141 H -31.587 13.374 -7.574  0.0653
142 H -32.491 11.963 -7.089  0.0904
143 H -31.935 12.020 -8.714  0.0761
144 H -34.937 11.512 -8.173  0.0863
145 H -35.447 12.674 -9.324  0.0910
146 H -34.019 11.669 -9.730  0.0789
147 H -31.698 17.209 -8.868  0.0563
148 H -31.226 15.932 -9.968  0.0866
149 H -31.173 15.747 -8.120  0.0753
150 H -31.898 13.625 -10.256  0.0928
151 C -28.249 17.296 -5.442  -0.0633
152 C -27.762 18.629 -6.053  -0.1120
153 O -28.972 19.293 -6.331  0.0376
154 C -29.986 18.399 -6.439  -0.5538
155 O -31.031 18.695 -6.905  0.1511
156 O -29.572 17.178 -6.039  0.0619
157 H -28.336 17.347 -4.357  0.1283
158 H -27.668 16.442 -5.768  0.1131
159 H -27.264 18.340 -6.976  0.1106
160 H -27.180 19.209 -5.351  0.1161
161 C -27.102 19.157 -10.197  -0.0655
162 C -26.043 20.057 -9.535  -0.0995
163 O -25.211 19.152 -8.816  0.0361
164 C -25.746 17.898 -8.832  -0.5922
165 O -25.217 16.946 -8.358  0.1633
166 O -26.873 17.877 -9.556  0.0564
167 H -26.885 18.988 -11.248  0.1338
168 H -28.122 19.466 -10.017  0.0967
169 H -26.487 20.757 -8.829  0.1129
170 H -25.426 20.580 -10.260  0.1316
171 C -23.923 18.994 -5.898  -0.0564
172 C -23.146 18.923 -4.597  -0.3025
173 O -23.297 17.572 -4.226  0.1420
174 C -24.343 17.035 -4.913  -0.5219
175 O -24.723 15.925 -4.816  0.1893
176 O -24.915 17.991 -5.691  0.0376
177 F -23.673 19.763 -3.671  0.0732
178 H -23.304 18.734 -6.757  0.1426
179 H -24.339 19.984 -6.054  0.1427
180 H -22.075 19.095 -4.685  0.1697

Molecular weight = 1068.46 Da
SMILES string = CC1(C)CCCC(C)(C)N1O.CC1(C)CCCC(C)(C)N1O.CC1(C)CCCC(C)(C)N1O.CC1(C)CCCC(C)(C)N1O.CC1(C)CCCC(C)(C)N1O.O=C1OC[C@@H](F)O1.O=C1OCCO1.O=C1OCCO1
Max |F| = 1.98 eV/Å
Multiplicity = 1
Total energy = -3547.9528 a.u.
Lowest unoccupied orbital energy = 0.3 eV
Total charge = 0
HOMO energy = -7.699 eV